The following is a DFT calculation (wB97M-V/def2-TZVPD) of a molecular structure, C26H22N6NiO2.

```
57
Properties=species:S:1:pos:R:3:forces:R:3:mulliken_spin:R:1
Ni 0.084036 0.205645 0.190129 0.257 -0.136 0.505 1.71
N -1.976292 0.616952 0.782025 0.126 0.070 0.014 0.05
C -2.605894 -0.502655 1.487641 0.083 -0.146 -0.108 0.00
C -2.242107 -1.799830 0.767665 0.005 0.166 0.118 0.00
N -0.796636 -1.817447 0.516586 -0.027 0.016 -0.120 0.05
H -2.065329 1.488158 1.290239 0.012 0.034 0.002 0.00
H -2.401950 0.751503 -0.130137 0.008 0.123 -0.035 0.00
H -3.693409 -0.409575 1.544540 0.004 -0.006 0.055 0.00
H -2.213029 -0.530130 2.505396 0.000 0.029 0.001 0.00
H -2.760730 -1.841729 -0.191750 0.041 0.004 -0.028 0.00
H -2.576900 -2.650646 1.366201 -0.045 -0.017 -0.051 0.00
H -0.550781 -2.490594 -0.198505 0.053 0.011 -0.012 0.00
H -0.289214 -2.070112 1.358454 0.087 0.028 -0.016 -0.01
N 9.992890 -1.141897 2.504308 -0.054 0.005 -0.028 0.00
C 8.879796 -1.040956 2.235038 0.278 -0.052 0.077 0.00
C 7.491177 -0.915406 1.910829 -0.362 0.077 -0.082 0.00
C 6.757639 -2.032666 1.514820 0.114 -0.005 0.025 0.00
C 5.415462 -1.901942 1.209398 -0.038 0.006 -0.011 0.00
C 4.785912 -0.663646 1.303258 0.138 -0.046 0.040 0.00
C 5.523268 0.449903 1.698963 -0.032 0.043 -0.010 0.00
C 6.868051 0.329904 1.996965 0.095 -0.069 0.011 0.00
C 3.341789 -0.522627 0.990129 -0.294 0.065 -0.129 0.00
C 2.954155 -0.720513 -0.339898 0.173 -0.023 0.021 0.00
C 3.793143 -1.051430 -1.441615 0.009 -0.010 0.052 0.00
C 2.981217 -1.134109 -2.548577 0.025 0.013 -0.104 0.01
C 1.676368 -0.829568 -2.100792 0.126 -0.113 0.067 -0.01
N 1.654919 -0.592810 -0.795641 -0.251 0.136 -0.188 0.07
C 2.497322 -0.179964 2.048228 0.227 0.092 0.147 0.00
C 2.875840 0.014956 3.410906 -0.032 -0.061 -0.086 0.00
C 1.740284 0.381670 4.088504 -0.024 0.012 0.122 0.01
C 0.704521 0.402647 3.126851 0.146 0.020 0.057 -0.01
N 1.143238 0.068980 1.924677 -0.490 -0.247 0.093 0.07
H 7.243944 -2.996665 1.449649 -0.001 0.004 0.006 0.00
H 4.844607 -2.768123 0.900589 -0.007 0.011 0.005 0.00
H 5.034603 1.413780 1.767768 -0.015 -0.014 -0.003 0.00
H 7.444539 1.192961 2.300889 -0.018 0.013 -0.005 0.00
H 4.861013 -1.196445 -1.401065 -0.022 -0.007 -0.003 0.00
H 3.267787 -1.361901 -3.562963 0.012 0.005 0.025 0.00
H 0.774773 -0.765635 -2.693397 -0.011 0.057 0.025 0.00
H 3.866933 -0.109919 3.816268 -0.017 -0.003 -0.006 0.00
H 1.642565 0.618723 5.135858 0.014 -0.002 -0.020 0.00
H -0.327262 0.682585 3.293716 -0.006 -0.013 -0.042 0.00
O -0.557179 1.436319 -1.747683 -0.207 -0.177 -0.249 0.03
C 0.116547 2.338350 -1.231766 0.123 0.167 0.207 0.00
N 0.624046 2.189990 0.006659 -0.356 -0.217 -0.231 0.04
C 1.344757 3.305501 0.367629 0.248 0.082 -0.007 0.00
O 1.954320 3.481385 1.398218 -0.076 0.011 -0.056 0.00
C 1.258555 4.276980 -0.791693 -0.078 -0.041 -0.052 0.00
C 1.791603 5.534069 -0.958315 -0.007 0.024 -0.021 0.00
C 1.549260 6.177848 -2.172475 0.042 0.047 0.058 0.00
C 0.803536 5.567993 -3.172376 -0.033 -0.028 -0.069 0.00
C 0.266482 4.293961 -2.992792 -0.061 -0.101 0.003 0.00
C 0.503373 3.669151 -1.787671 0.113 0.152 0.036 0.01
H 2.375987 5.998643 -0.174936 0.005 -0.008 -0.001 0.00
H 1.949990 7.169330 -2.342778 0.004 -0.014 0.004 0.00
H 0.641864 6.090100 -4.106923 -0.006 -0.002 0.011 0.00
H -0.311927 3.806215 -3.766977 0.003 0.033 -0.012 0.00
```
Forces are in eV/Å.

Molecular weight (Da): 509.19
Total charge: 0
Multiplicity: 3
F_max (hartree/bohr): 0.011
HOMO (spin up / spin down) (eV): -7.396 / -7.401

=====

The following is a DFT calculation (wB97M-V/def2-TZVPD) of 2 unconnected molecules or ions with the total composition C3H8N4O2.

```
17
Properties=species:S:1:pos:R:3:forces:R:3:mulliken_charge:R:1
C -0.443790 -1.432398 0.353894 -11.200 -0.359 5.150 0.55
C 2.709609 -0.222089 -0.032874 7.283 -0.987 -2.068 0.55
C -2.526379 1.865709 -0.425950 0.208 -1.603 2.126 -0.69
H -1.112259 -2.538078 -1.197447 -0.099 -0.604 -1.019 0.26
H -2.276322 -2.213627 -0.030327 -0.367 0.101 0.149 0.27
H 4.252100 0.710824 0.826318 2.229 -0.744 0.443 0.24
H 2.883364 1.465065 0.950570 -0.056 0.532 -0.203 0.31
H -2.083449 0.809978 -0.468484 -0.872 1.390 -0.402 -0.04
H -2.600372 2.354605 -1.375456 0.175 0.119 -0.515 0.30
H -1.793477 2.371149 0.266654 -1.089 -0.104 -0.717 0.21
H -3.568413 1.786720 0.038896 1.572 0.205 -0.499 0.22
N -1.325519 -2.444321 -0.232945 3.346 1.698 0.222 -0.48
N 0.718416 -1.239614 -0.126083 9.720 4.807 -0.681 -0.18
N 1.458293 -0.159610 0.359553 -9.271 -4.601 -0.544 -0.05
N 3.461521 0.932424 0.310594 -3.419 -0.008 -0.092 -0.49
O -1.035539 -0.869779 1.329628 2.780 -0.572 -1.767 -0.50
O 3.282224 -1.176958 -0.546541 -0.940 0.734 0.416 -0.48
```
Forces are in eV/Å.

SMILES string: NC(=O)/N=N/C(N)=O.C
Molecular weight (Da): 132.12
Total charge: 0
F_max (hartree/bohr): 0.240
HOMO (eV): -10.653